{"formula": "C48H118N10O4", "method": "wB97M-V/def2-TZVPD", "species": ["C", "C", "N", "C", "C", "C", "C", "H", "H", "H", "H", "H", "H", "H", "H", "H", "H", "H", "H", "H", "H", "H", "C", "C", "N", "C", "C", "C", "C", "H", "H", "H", "H", "H", "H", "H", "H", "H", "H", "H", "H", "H", "H", "H", "C", "C", "N", "C", "C", "C", "C", "H", "H", "H", "H", "H", "H", "H", "H", "H", "H", "H", "H", "H", "H", "H", "C", "C", "N", "C", "C", "C", "C", "H", "H", "H", "H", "H", "H", "H", "H", "H", "H", "H", "H", "H", "H", "H", "C", "C", "N", "C", "C", "C", "C", "H", "H", "H", "H", "H", "H", "H", "H", "H", "H", "H", "H", "H", "H", "H", "C", "C", "N", "C", "C", "C", "C", "H", "H", "H", "H", "H", "H", "H", "H", "H", "H", "H", "H", "H", "H", "H", "C", "C", "O", "N", "C", "H", "H", "H", "H", "H", "H", "H", "C", "C", "O", "N", "C", "H", "H", "H", "H", "H", "H", "H", "C", "C", "O", "N", "C", "H", "H", "H", "H", "H", "H", "H", "C", "C", "O", "N", "C", "H", "H", "H", "H", "H", "H", "H"], "xyz": [[2.381379, 2.034476, 6.145035], [3.113024, 2.332599, 4.826082], [3.577892, 1.130499, 4.153752], [2.485658, 0.365455, 3.565817], [2.727405, -1.135422, 3.680130], [4.629568, 1.346340, 3.162607], [5.905550, 2.026135, 3.636636], [1.338519, 1.774200, 5.945623], [2.328523, 2.957134, 6.723477], [2.881941, 1.223712, 6.669568], [2.459579, 2.981673, 4.222515], [3.964663, 2.952964, 5.112601], [1.570910, 0.571098, 4.123884], [2.255673, 0.686693, 2.538676], [1.967904, -1.761933, 3.199296], [3.648514, -1.415213, 3.161316], [2.773721, -1.440892, 4.724521], [4.239862, 1.809842, 2.245929], [4.880600, 0.328116, 2.846701], [6.707167, 1.620966, 3.016981], [6.226489, 1.807900, 4.656951], [5.836928, 3.110223, 3.558244], [-3.023196, -0.702994, 5.017862], [-2.642521, 0.769334, 4.864239], [-3.013551, 1.386968, 3.598039], [-2.446893, 0.677307, 2.435942], [-0.926763, 0.748109, 2.400514], [-4.441558, 1.603378, 3.387126], [-5.041829, 2.405221, 4.541376], [-4.110684, -0.748345, 5.082904], [-2.668727, -1.100444, 5.975991], [-2.522460, -1.344425, 4.294992], [-2.955225, 1.365417, 5.723382], [-1.560689, 0.916859, 4.960031], [-2.832832, -0.347989, 2.424419], [-2.792823, 1.233033, 1.561360], [-0.565729, 0.382332, 1.438316], [-0.612898, 1.784864, 2.531495], [-0.490658, 0.159036, 3.208112], [-4.976112, 0.643799, 3.269191], [-4.653537, 2.107326, 2.442525], [-5.932032, 2.911109, 4.154850], [-4.351784, 3.146474, 4.935564], [-5.412433, 1.779171, 5.354659], [-3.535245, -1.186176, -1.477285], [-3.457093, 0.246606, -0.972431], [-2.616050, 0.436376, 0.223657], [-2.589137, 1.832583, 0.641860], [-1.666664, 2.675686, -0.239130], [-2.924527, -0.475729, 1.351304], [-4.276845, -0.108070, 1.999045], [-4.007836, -1.281520, -2.453664], [-3.991786, -1.899830, -0.793490], [-2.485567, -1.475443, -1.602448], [-2.879864, 0.791085, -1.724101], [-4.455966, 0.697845, -0.918566], [-3.602875, 2.264941, 0.633563], [-2.314325, 1.894642, 1.697680], [-0.644240, 2.437891, 0.042456], [-1.829275, 2.569664, -1.309177], [-1.886642, 3.727178, -0.031299], [-2.097421, -0.377509, 2.057132], [-3.051203, -1.512266, 1.054989], [-5.069291, -0.229092, 1.258344], [-4.304349, 0.922531, 2.351580], [-4.495830, -0.742942, 2.859000], [2.117863, 2.913416, 0.556207], [3.406866, 2.451923, -0.075264], [4.123049, 3.564173, -0.694258], [5.443012, 3.200678, -1.196346], [6.329446, 2.721824, -0.044670], [3.394297, 4.446436, -1.584668], [2.866819, 3.817648, -2.874277], [1.441507, 3.501994, -0.059179], [2.324103, 3.462347, 1.481449], [1.522365, 2.057982, 0.897532], [4.048271, 1.933928, 0.634319], [3.177429, 1.677870, -0.818556], [5.888172, 4.089821, -1.647278], [5.397897, 2.453654, -2.003854], [7.355583, 2.579081, -0.384557], [6.014424, 1.779134, 0.401779], [6.260316, 3.516606, 0.698497], [2.585900, 4.940595, -1.043277], [4.076020, 5.267045, -1.820888], [2.026241, 4.396716, -3.272901], [3.641924, 3.778983, -3.637989], [2.402116, 2.842575, -2.700360], [-3.325490, -5.173344, -1.736291], [-2.660218, -5.769687, -0.508093], [-2.404496, -4.821641, 0.560879], [-1.394852, -3.786383, 0.291180], [-0.108343, -4.439845, -0.205236], [-3.632475, -4.332726, 1.189827], [-3.471810, -4.199899, 2.705195], [-4.283808, -4.680117, -1.569821], [-3.578177, -5.989440, -2.425458], [-2.652948, -4.508773, -2.283739], [-3.246213, -6.620190, -0.142323], [-1.743439, -6.297696, -0.785299], [-1.724363, -3.095125, -0.494277], [-1.291952, -3.290064, 1.256344], [-0.261814, -4.808094, -1.220336], [0.742353, -3.758126, -0.215085], [0.121601, -5.298912, 0.427367], [-4.470019, -4.988961, 0.947157], [-3.922967, -3.371266, 0.744576], [-2.857382, -3.327530, 2.932529], [-3.006094, -5.101686, 3.101406], [-4.426401, -4.093771, 3.224015], [-0.109384, 2.394497, -5.858534], [-1.217461, 2.946453, -4.980678], [-2.514652, 2.951156, -5.667688], [-2.958492, 1.604645, -6.083304], [-3.085192, 0.594325, -4.932383], [-3.600965, 3.576199, -4.895798], [-3.453202, 5.101517, -4.867592], [-0.163737, 1.342601, -6.128825], [0.806583, 2.501226, -5.264729], [0.051805, 3.001212, -6.749905], [-1.275998, 2.383999, -4.038822], [-1.008144, 3.999828, -4.794404], [-3.897964, 1.681804, -6.624836], [-2.198851, 1.206630, -6.759804], [-3.332903, -0.421458, -5.249159], [-2.173925, 0.467120, -4.343813], [-3.873958, 0.915393, -4.245830], [-3.519404, 3.224211, -3.854466], [-4.582565, 3.321358, -5.288346], [-2.587607, 5.365034, -4.262387], [-4.337548, 5.533813, -4.396135], [-3.369619, 5.454310, -5.894029], [1.000301, -4.125152, 3.184522], [0.511725, -3.424160, 4.430835], [-0.426847, -2.637534, 4.362867], [1.128779, -3.729517, 5.578916], [0.878857, -3.080750, 6.851337], [1.645888, -4.990282, 3.356860], [1.598622, -3.376170, 2.665456], [0.178834, -4.516660, 2.591488], [1.836283, -4.442230, 5.588323], [-0.108663, -2.625756, 6.811275], [1.593016, -2.284139, 7.073124], [0.937624, -3.815632, 7.651549], [5.730437, -1.026527, -1.441481], [5.471976, -0.783178, -2.913368], [6.374686, -0.955415, -3.732878], [4.230027, -0.416221, -3.243639], [3.860314, -0.144156, -4.618673], [6.519323, -0.432671, -0.989208], [6.043395, -2.068435, -1.324285], [4.802823, -0.973353, -0.863451], [3.502499, -0.366446, -2.538400], [3.819083, 0.936006, -4.781018], [2.847823, -0.483055, -4.855794], [4.541187, -0.645708, -5.298024], [0.243676, 0.317784, -2.276873], [1.022047, -0.177158, -1.085821], [2.246048, -0.333880, -1.117052], [0.353514, -0.404020, 0.053297], [0.926282, -0.861514, 1.289875], [0.167107, 1.403904, -2.212241], [-0.762807, -0.104260, -2.280170], [0.738032, 0.030188, -3.199368], [-0.659456, -0.288167, 0.088237], [0.171940, -1.208953, 1.994839], [1.572780, -0.112301, 1.754189], [1.580284, -1.732045, 1.173386], [-1.264091, -2.729778, -4.559214], [-0.129852, -2.178967, -5.387788], [0.233801, -1.029267, -5.177678], [0.430506, -2.970079, -6.326092], [1.606892, -2.526171, -7.041455], [-1.914522, -3.472477, -5.023947], [-1.869957, -1.898067, -4.206653], [-0.922130, -3.192252, -3.626850], [0.267741, -3.960842, -6.293798], [2.529488, -2.612227, -6.455183], [1.549186, -1.475244, -7.309403], [1.779867, -3.154650, -7.913325]], "forces_ev_per_a": [[-0.4, 0.2, -0.8], [0.1, 0.3, 0.7], [-0.1, 0.5, 0.2], [-0.1, 0.0, 0.9], [0.2, -0.4, -0.6], [-0.1, -1.0, 0.2], [0.1, -0.1, 0.0], [0.1, -0.3, 0.1], [0.2, -0.1, 0.3], [0.0, 0.1, 0.2], [0.0, -0.1, -0.3], [0.2, -0.2, -0.3], [0.0, 0.2, 0.1], [0.9, 0.5, 0.8], [0.1, 0.7, 0.4], [0.2, 0.0, 0.3], [0.2, 0.1, 0.0], [0.1, 0.3, 0.5], [0.2, 0.1, -0.1], [0.1, 0.5, -0.2], [-0.5, -0.3, 0.1], [0.2, 0.0, -0.2], [0.3, 0.4, 1.0], [0.9, 0.3, 0.0], [-0.4, 3.1, 0.7], [2.8, 7.5, 17.8], [0.3, 0.5, 0.7], [-1.4, 3.7, 6.9], [-0.5, 0.6, -0.1], [-0.1, -0.5, -0.5], [0.0, 0.3, 0.0], [-0.5, -0.1, -0.3], [-0.7, 0.0, -0.2], [0.1, -0.4, -0.2], [-1.4, 2.1, 11.5], [-3.1, -6.2, 6.2], [-0.5, 1.3, 1.3], [0.1, 0.1, 0.0], [0.0, 0.1, 0.0], [-1.8, 1.9, 3.2], [0.0, 1.3, 0.5], [0.1, 0.1, 0.1], [0.0, 0.1, 0.0], [0.3, -0.1, 0.0], [0.9, -0.1, 0.1], [0.5, 0.3, -0.6], [-0.6, -1.9, -2.2], [0.3, 6.5, -9.4], [-0.4, 0.4, 0.3], [-3.3, -7.9, -15.3], [-1.7, -4.2, -4.2], [-0.2, 0.3, -0.1], [-0.1, 0.2, 0.0], [-0.1, -0.4, -0.1], [-0.5, 0.2, -0.4], [0.0, 0.1, 0.4], [-0.1, 0.1, -0.4], [3.1, 6.4, -1.6], [0.1, 0.1, -0.3], [0.1, -0.3, -0.2], [0.3, 0.0, 0.1], [5.6, -7.3, -4.9], [-0.3, -1.2, -2.3], [-0.5, -0.4, -0.3], [0.9, -4.1, -5.7], [0.1, -0.5, -0.4], [-0.3, -0.5, 1.3], [-0.4, 0.2, -1.6], [0.7, 0.3, 0.6], [-0.2, -0.4, 0.2], [0.0, 0.3, -0.4], [-0.1, 0.0, 0.1], [-0.7, 0.2, -0.1], [0.3, 0.1, -0.2], [0.0, 0.3, -0.2], [0.1, -0.1, -0.2], [-0.2, 0.4, -0.1], [0.0, 0.0, -0.1], [0.0, 0.1, 0.1], [0.0, -0.2, 0.0], [0.1, 0.1, 0.1], [-0.1, 0.0, -0.1], [0.3, -0.2, 0.3], [-0.1, -0.2, 0.1], [0.0, 0.0, -0.1], [0.3, 0.3, -0.1], [-0.1, -0.3, 0.0], [0.5, -0.2, 0.0], [-0.1, -0.7, -0.9], [0.0, -0.2, 0.0], [-0.1, -0.7, 0.2], [-0.5, -0.9, -0.2], [-0.1, 0.0, 0.3], [0.1, 0.3, -0.1], [-0.1, 0.1, -0.3], [0.2, 0.2, 0.4], [0.2, 0.1, 0.0], [-0.1, 0.2, 0.1], [-0.3, 0.4, 0.3], [0.2, 0.4, -0.1], [-0.1, 0.3, 0.3], [0.4, 0.5, -0.2], [0.2, 0.0, 0.0], [-0.1, 0.1, 0.0], [0.2, 0.0, 0.0], [0.2, -0.3, 0.1], [0.0, 0.1, 0.2], [0.1, -0.1, 0.2], [0.2, 0.1, 0.0], [-0.1, 0.2, -0.2], [0.9, 0.3, 0.5], [-0.9, 0.1, -0.9], [-1.3, -0.7, -0.4], [1.2, -0.4, 0.3], [-0.4, 0.0, 0.4], [1.3, 0.7, 0.6], [-0.3, -0.6, 0.1], [-0.3, 0.0, 0.1], [0.1, -0.1, -0.1], [-0.3, 0.0, -0.1], [0.1, 0.2, 0.2], [0.2, -0.1, 0.4], [0.0, 0.1, 0.0], [-0.2, 0.1, -0.2], [-0.2, 0.2, -0.4], [0.1, 0.3, -0.1], [0.0, -0.1, 0.1], [-0.4, -0.1, 0.1], [0.1, -0.3, -0.2], [0.1, 0.3, -0.2], [0.0, 0.1, 0.0], [0.1, 0.2, 0.1], [0.5, -0.5, 0.3], [-1.0, -0.4, -0.5], [0.3, 0.3, 0.1], [0.6, -0.2, 0.8], [-0.3, 0.2, -0.1], [0.1, 0.2, 0.3], [-0.3, -0.4, -0.5], [-0.2, 0.5, -0.1], [0.1, 0.0, -0.3], [0.0, -0.1, 0.1], [0.1, 0.0, -0.2], [-0.1, 0.0, 0.0], [-0.8, -0.9, 0.4], [1.3, -0.2, 0.0], [-0.4, 0.2, 0.1], [-0.7, 0.0, -0.4], [-0.5, 0.2, 0.0], [0.0, 0.3, -0.3], [0.2, 0.0, -0.2], [0.1, 0.4, 0.1], [0.1, 0.1, 0.1], [0.4, 0.0, -0.3], [0.0, -0.2, 0.3], [0.2, 0.2, 0.0], [-0.1, -0.2, 0.3], [0.8, -0.1, 0.2], [-0.2, -0.1, -0.2], [-1.1, -0.6, -0.2], [1.6, -1.5, -0.3], [0.0, 0.0, -0.1], [-0.1, 0.1, 0.0], [0.1, 0.1, 0.0], [0.0, -0.1, -0.9], [0.1, 0.1, -0.4], [-1.0, -0.7, -0.9], [0.0, 0.1, -0.7], [-0.5, -0.4, 0.6], [-0.4, 0.3, 0.7], [0.2, -0.1, -0.4], [0.3, 0.1, -0.1], [0.9, -0.1, 0.0], [0.1, 0.1, -0.3], [0.0, 0.1, -0.3], [0.4, 0.0, -0.2], [-0.2, 0.0, 0.0], [-0.2, 0.0, 0.3], [-0.4, -0.1, -0.2], [-0.3, 0.2, -0.2]], "lowdin_charge": [-0.0830, -0.2578, -0.1730, -0.2469, -0.0527, -0.2450, -0.0827, 0.0532, 0.0700, 0.0751, 0.1144, 0.1047, 0.1057, 0.0748, 0.0118, 0.0858, 0.0795, 0.0803, 0.1109, 0.0682, 0.0761, 0.0694, -0.0549, -0.2083, -0.0618, -0.5317, 0.0055, -0.3382, -0.0546, 0.0782, 0.0775, 0.0493, 0.1092, 0.1062, -0.0069, -0.0847, 0.0434, 0.1340, 0.0955, 0.0925, 0.1468, 0.0727, 0.0728, 0.0717, -0.0766, -0.2108, -0.0596, -0.2539, -0.0042, -0.3276, -0.0469, 0.0743, 0.0490, 0.0513, 0.0855, 0.1219, 0.1615, 0.0974, 0.0524, 0.0549, 0.0918, 0.0469, 0.0961, 0.1316, -0.0495, 0.1158, -0.0680, -0.2425, -0.1873, -0.2463, -0.0851, -0.2563, -0.0767, 0.0618, 0.0817, 0.0475, 0.0677, 0.0922, 0.1133, 0.1118, 0.0753, 0.0449, 0.0789, 0.0978, 0.1108, 0.0666, 0.0701, 0.0563, -0.0815, -0.2674, -0.1833, -0.2410, -0.0827, -0.2566, -0.0704, 0.0709, 0.0743, 0.0501, 0.1150, 0.1011, 0.0848, 0.0953, 0.0615, 0.0675, 0.0741, 0.1133, 0.0789, 0.0417, 0.0754, 0.0715, -0.0758, -0.2504, -0.1825, -0.2315, -0.0932, -0.2687, -0.0896, 0.0487, 0.0655, 0.0814, 0.0904, 0.1063, 0.1092, 0.0987, 0.0694, 0.0449, 0.0630, 0.1026, 0.1127, 0.0584, 0.0684, 0.0760, 0.0159, -0.5600, 0.0261, 0.0162, -0.0558, 0.0866, 0.0570, 0.0683, 0.1339, 0.0790, 0.0793, 0.0836, -0.0005, -0.5648, 0.0070, 0.0259, -0.0579, 0.0718, 0.0812, 0.0602, 0.0763, 0.0780, 0.0569, 0.0796, 0.0320, -0.4939, -0.0017, 0.0346, -0.1195, 0.0744, 0.0632, 0.0630, 0.1012, 0.0792, 0.0376, 0.0900, 0.0032, -0.5271, 0.0157, 0.0175, -0.0736, 0.0840, 0.0476, 0.0756, 0.1355, 0.0837, 0.0855, 0.0827], "charge": 0, "energy_ha": -2747.12237, "orbital_gap_ev": 5.016, "relative_energy_kj_mol": 2581.60, "max_force_ev_per_a": 19.50, "homo_ev": -4.519}